# 1
A structure of composition C30H46BrN3P2Ru, computed with ωB97M-V/def2-TZVPD.

## Properties
Energy above the lowest of the compared OMol25 structures with the same formula, charge and spin ... 2.606 eV

```
! RIJCOSX wB97M-V def2-TZVPD def2/J DEFGRID3
* xyz 4 5
N -5.549 3.673 -3.715
C -5.444 4.038 -2.428
C -4.670 3.339 -1.488
C -3.892 2.195 -1.872
C -4.065 1.809 -3.240
C -4.872 2.584 -4.095
C -2.821 1.663 -1.019
Ru -1.488 0.251 0.199
P 4.155 -0.749 0.522
C -1.632 1.045 -1.587
C -0.320 1.750 -1.617
C 0.640 1.286 -2.557
C 1.881 1.887 -2.674
C 2.122 3.020 -1.876
C 1.113 3.602 -1.102
C -0.072 2.903 -0.861
Br 3.811 3.804 -1.953
H -2.851 2.066 0.010
H -1.811 0.361 -2.424
H -4.657 3.717 -0.465
H -3.582 0.931 -3.674
H -5.996 4.947 -2.150
H -4.967 2.346 -5.163
H 0.304 0.508 -3.251
H -0.824 3.225 -0.135
H 2.607 1.572 -3.422
H 1.228 4.615 -0.730
P -1.115 -1.759 -0.391
C 4.725 0.994 0.624
C 6.200 1.120 0.219
H 4.611 1.306 1.674
H 4.082 1.651 0.015
H 6.541 2.155 0.334
H 6.836 0.498 0.859
H 6.375 0.814 -0.819
C 3.539 -0.963 -1.161
C 4.576 -1.731 -1.999
H 3.349 0.034 -1.579
H 2.577 -1.496 -1.139
H 4.245 -1.815 -3.040
H 5.550 -1.224 -1.997
H 4.730 -2.747 -1.611
C 2.956 -1.043 1.825
C 3.697 -1.709 2.999
H 2.129 -1.669 1.460
H 2.545 -0.060 2.092
H 3.033 -2.329 3.604
H 4.505 -2.351 2.633
H 4.141 -0.952 3.649
C -0.427 -2.784 0.956
C -1.085 -4.141 1.186
H -0.430 -2.163 1.862
H 0.632 -2.933 0.708
H -2.104 -4.061 1.580
H -1.112 -4.748 0.275
H -0.486 -4.689 1.920
C 0.071 -2.135 -1.732
C -0.453 -2.799 -3.005
H 0.828 -2.794 -1.279
H 0.565 -1.176 -1.952
H -1.065 -3.687 -2.787
H -1.028 -2.112 -3.641
H 0.425 -3.128 -3.579
C -2.714 -2.529 -0.910
C -3.774 -1.830 -0.076
H -2.648 -3.614 -0.790
H -2.834 -2.339 -1.984
H -4.679 -1.674 -0.679
H -4.047 -2.426 0.810
H -3.413 -0.814 0.258
N -1.321 1.071 6.454
C -1.408 0.864 5.115
C -1.930 -0.345 4.603
C -1.983 -0.548 3.223
N -1.503 0.384 2.349
C -0.973 1.534 2.832
C -0.902 1.804 4.197
H -1.708 0.408 7.102
H -0.983 1.942 6.836
H -2.245 -1.139 5.284
H -2.402 -1.465 2.782
H -0.610 2.234 2.062
H -0.425 2.718 4.538
*
```

# 2
A cluster of 3 separate species, C30H47ClI2NO10P2 in total, computed with ωB97M-V/def2-TZVPD.

```
! RIJCOSX wB97M-V def2-TZVPD def2/J DEFGRID3
* xyz -1 1
C 4.917 -2.330 -0.023
C 4.394 -3.512 -0.841
C 2.979 -3.963 -0.421
C 1.885 -3.780 -1.487
C 1.872 -2.393 -2.168
C 2.338 -2.432 -3.631
C 2.798 -1.102 -4.271
C 3.967 -0.371 -3.580
C 3.969 1.175 -3.695
C 2.687 1.926 -3.291
C 2.160 1.561 -1.903
C 1.304 2.641 -1.220
P -0.484 2.142 -0.714
C -2.288 1.549 -0.271
C -2.561 0.102 -0.650
C -3.842 -0.146 -1.440
Cl -2.658 -0.925 0.890
C -0.163 2.548 1.185
I -1.251 4.267 1.841
C 0.577 1.977 2.119
C 0.715 2.370 3.571
I 1.770 0.307 1.603
P -0.978 1.788 -2.970
N -0.718 0.363 -3.599
O -2.571 2.198 -3.161
O -0.276 2.976 -3.881
H 4.344 -1.423 -0.224
H 4.874 -2.538 1.049
H 5.959 -2.111 -0.274
H 4.407 -3.242 -1.898
H 5.089 -4.346 -0.713
H 3.015 -5.029 -0.168
H 2.674 -3.454 0.497
H 0.920 -3.954 -1.006
H 1.989 -4.554 -2.258
H 2.460 -1.699 -1.572
H 0.858 -1.987 -2.154
H 3.114 -3.198 -3.750
H 1.482 -2.786 -4.219
H 1.935 -0.447 -4.382
H 3.122 -1.344 -5.291
H 4.895 -0.711 -4.055
H 4.055 -0.661 -2.536
H 4.208 1.442 -4.731
H 4.791 1.548 -3.073
H 2.887 3.000 -3.328
H 1.922 1.740 -4.047
H 1.607 0.625 -1.951
H 3.031 1.348 -1.269
H 1.258 3.556 -1.817
H 1.793 2.913 -0.279
H -0.075 0.761 -0.581
H -0.952 3.503 -0.924
H -3.039 2.225 -0.685
H -2.366 1.621 0.815
H -1.717 -0.344 -1.182
H -4.626 0.551 -1.148
H -4.183 -1.172 -1.299
H -3.617 -0.020 -2.500
H -0.272 2.475 4.024
H 1.246 3.321 3.645
H 1.258 1.611 4.131
H -0.152 0.434 -4.440
H -2.852 1.855 -4.020
H -0.928 3.657 -4.071
C -1.757 -7.202 -0.648
C -1.008 -6.573 0.266
C -1.321 -5.172 0.742
O -0.591 -4.722 1.606
C -2.450 -4.473 0.165
C -3.198 -5.107 -0.749
C -2.905 -6.514 -1.205
O -3.659 -7.003 -2.029
O -4.257 -4.562 -1.338
O 0.060 -7.106 0.842
H -1.544 -8.205 -0.992
H -2.648 -3.456 0.482
H -4.597 -5.240 -1.952
H 0.395 -6.415 1.451
C -2.696 5.816 5.582
C -3.399 6.827 6.108
C -3.989 6.766 7.496
O -4.598 7.749 7.882
C -3.804 5.562 8.279
C -3.103 4.548 7.754
C -2.493 4.616 6.372
O -1.859 3.644 6.012
O -2.874 3.406 8.383
O -3.641 7.967 5.472
H -2.271 5.853 4.588
H -4.240 5.522 9.267
H -2.343 2.866 7.762
H -4.165 8.510 6.091
*
```

# 3
A cluster of 8 separate species, C30H47ClO18S in total, computed with ωB97M-V/def2-TZVPD.

```
! RIJCOSX wB97M-V def2-TZVPD def2/J DEFGRID3
* xyz 0 1
C 0.065 0.817 3.267
O 1.287 1.424 2.852
C 1.689 1.155 1.565
O 1.901 2.395 0.828
S 3.237 3.249 1.032
O 4.009 2.720 2.121
O 2.506 4.615 1.728
Cl 1.318 5.262 0.733
H -0.739 1.555 3.281
H -0.208 -0.007 2.608
H 0.203 0.409 4.262
H 2.598 0.561 1.509
H 0.900 0.673 0.986
O -1.598 -1.515 4.457
C -1.759 -2.579 3.930
O -0.746 -3.235 3.327
C -1.230 -4.430 2.678
C -2.529 -4.772 3.398
C -3.034 -3.390 3.794
H -1.390 -4.198 1.623
H -0.454 -5.187 2.748
H -3.225 -5.335 2.781
H -2.314 -5.359 4.293
H -3.634 -2.930 3.004
H -3.601 -3.353 4.720
O 2.172 -1.536 -3.157
C 2.111 -0.338 -3.050
O 1.301 0.257 -2.165
C 1.343 1.698 -2.330
C 2.683 1.970 -3.003
C 2.868 0.709 -3.842
H 0.503 2.003 -2.950
H 1.263 2.155 -1.351
H 2.672 2.898 -3.570
H 3.473 2.035 -2.252
H 2.389 0.789 -4.820
H 3.897 0.393 -3.991
O -0.970 3.711 -3.421
C -1.596 4.039 -2.455
O -2.315 3.142 -1.737
C -3.054 3.805 -0.698
C -2.314 5.116 -0.449
C -1.746 5.417 -1.836
H -4.073 3.967 -1.059
H -3.084 3.141 0.163
H -2.959 5.891 -0.044
H -1.500 4.941 0.255
H -2.446 5.980 -2.458
H -0.787 5.929 -1.841
O 3.938 -1.181 1.618
C 4.404 -1.944 0.822
O 5.743 -2.101 0.684
C 6.029 -3.005 -0.398
C 4.763 -3.833 -0.579
C 3.681 -2.840 -0.163
H 6.259 -2.409 -1.285
H 6.909 -3.581 -0.121
H 4.654 -4.216 -1.591
H 4.767 -4.681 0.106
H 3.339 -2.224 -0.998
H 2.815 -3.298 0.304
O 1.745 5.995 -2.531
C 1.816 7.168 -2.313
O 1.047 7.766 -1.366
C 1.241 9.190 -1.381
C 2.611 9.396 -2.020
C 2.687 8.214 -2.980
H 0.438 9.639 -1.971
H 1.171 9.543 -0.355
H 2.707 10.368 -2.498
H 3.388 9.309 -1.260
H 2.241 8.439 -3.952
H 3.684 7.816 -3.146
O 0.746 -6.208 0.191
C 0.840 -5.809 -0.934
O 1.945 -5.172 -1.379
C 1.754 -4.711 -2.735
C 0.658 -5.612 -3.298
C -0.177 -5.897 -2.055
H 1.463 -3.662 -2.722
H 2.706 -4.805 -3.252
H 0.109 -5.135 -4.107
H 1.087 -6.541 -3.676
H -0.933 -5.129 -1.877
H -0.665 -6.868 -2.036
O -5.470 -5.658 1.983
C -6.177 -4.979 2.667
O -6.016 -4.908 4.012
C -7.037 -4.083 4.600
C -7.528 -3.186 3.468
C -7.332 -4.087 2.253
H -7.826 -4.736 4.979
H -6.589 -3.546 5.433
H -8.551 -2.849 3.616
H -6.885 -2.308 3.387
H -8.195 -4.730 2.066
H -7.088 -3.569 1.330
*
```

# 4
A structure of composition C30H47CoN5OSbSi4, computed with ωB97M-V/def2-TZVPD.

## Properties
Energy above the lowest of the compared OMol25 structures with the same formula, charge and spin ... 0.025 eV

```
! RIJCOSX wB97M-V def2-TZVPD def2/J DEFGRID3
* xyz 0 5
Co 0.047 -0.833 0.451
C -2.148 1.519 -2.484
Sb -0.271 0.464 -2.388
C -1.258 -1.098 -1.176
C -2.326 -0.626 -0.295
C -3.609 -1.174 -0.189
C -4.464 -0.696 0.786
C -4.031 0.298 1.655
C -2.739 0.776 1.505
N -1.928 0.350 0.550
Si -1.309 -2.758 -2.075
C -1.603 -4.084 -0.794
C -2.689 -2.688 -3.353
C 0.298 -3.063 -2.971
C 1.191 1.922 -1.416
C 1.795 1.644 -0.061
C 2.923 2.367 0.349
C 3.431 2.240 1.623
C 2.808 1.388 2.521
C 1.724 0.677 2.066
N 1.233 0.797 0.817
Si 0.391 3.659 -1.213
C -0.298 4.349 -2.823
C -0.889 3.614 0.155
C 1.603 4.977 -0.638
Si 2.536 1.812 -2.814
C 1.809 2.341 -4.467
C 4.063 2.895 -2.622
C 3.190 0.066 -2.916
H -2.853 0.766 -2.839
H -2.117 2.329 -3.206
H -2.488 1.889 -1.523
H -3.921 -1.968 -0.851
H -5.461 -1.107 0.878
H -4.670 0.684 2.436
H -2.339 1.526 2.178
H -2.539 -3.951 -0.249
H -0.792 -4.068 -0.061
H -1.621 -5.069 -1.267
H -3.661 -2.419 -2.939
H -2.793 -3.661 -3.840
H -2.444 -1.958 -4.129
H 1.149 -2.864 -2.319
H 0.393 -2.450 -3.869
H 0.342 -4.112 -3.276
H 3.391 3.049 -0.339
H 4.309 2.803 1.911
H 3.163 1.252 3.532
H 1.210 -0.039 2.698
H -0.500 3.617 -3.601
H 0.411 5.069 -3.235
H -1.228 4.885 -2.617
H -1.831 3.148 -0.123
H -1.098 4.643 0.460
H -0.499 3.081 1.026
H 2.473 5.099 -1.285
H 1.948 4.830 0.385
H 1.048 5.921 -0.665
H 1.766 3.429 -4.553
H 0.823 1.944 -4.705
H 2.491 1.978 -5.242
H 3.863 3.939 -2.381
H 4.561 2.880 -3.596
H 4.769 2.490 -1.895
H 2.428 -0.700 -3.062
H 3.753 -0.186 -2.016
H 3.879 0.015 -3.765
O 1.579 -1.911 -0.214
N 2.065 -2.840 0.572
C 3.303 -2.664 0.910
C 4.073 -1.519 0.508
N 4.701 -0.599 0.222
C 3.927 -3.649 1.747
N 4.446 -4.417 2.425
C -3.403 -3.551 4.364
Si -1.814 -2.633 4.732
C -2.199 -1.079 5.707
C -0.646 -3.724 5.698
C -1.051 -2.132 3.148
C -0.541 -1.798 2.089
H -3.892 -3.883 5.283
H -3.206 -4.430 3.747
H -4.100 -2.910 3.819
H -2.603 -1.310 6.695
H -2.932 -0.468 5.174
H -1.297 -0.478 5.841
H -1.103 -4.046 6.637
H 0.280 -3.196 5.933
H -0.383 -4.614 5.123
*
```

# 5
A cluster of 10 separate species, C30H47F6N3O10P in total, computed with ωB97M-V/def2-TZVPD.

```
! RIJCOSX wB97M-V def2-TZVPD def2/J DEFGRID3
* xyz -1 1
P 0.164 0.025 0.464
F 0.890 1.137 1.398
F -0.166 -0.826 1.794
F -1.237 0.855 0.668
F -0.600 -1.079 -0.456
F 0.544 0.890 -0.825
F 1.535 -0.822 0.303
O -1.772 -5.391 3.167
C -2.053 -4.247 3.373
O -2.881 -3.512 2.619
C -3.063 -2.210 3.179
C -2.631 -2.313 4.631
C -1.617 -3.470 4.599
H -4.076 -1.859 2.984
H -2.440 -1.494 2.635
H -3.500 -2.665 5.193
H -2.305 -1.365 5.051
H -1.747 -4.132 5.449
H -0.593 -3.125 4.461
O 5.619 -4.800 -1.331
C 5.378 -3.632 -1.174
O 6.332 -2.741 -0.852
C 5.790 -1.411 -0.822
C 4.553 -1.517 -1.728
C 4.099 -2.926 -1.486
H 6.534 -0.674 -1.116
H 5.483 -1.176 0.201
H 4.911 -1.368 -2.751
H 3.791 -0.769 -1.516
H 3.545 -3.364 -2.311
H 3.430 -2.903 -0.620
O -2.203 4.402 -5.811
C -1.696 3.538 -5.158
O -2.391 2.461 -4.765
C -1.620 1.561 -3.956
C -0.150 2.010 -4.112
C -0.269 3.428 -4.660
H -1.796 0.543 -4.291
H -1.917 1.692 -2.915
H 0.436 1.370 -4.772
H 0.329 1.870 -3.142
H 0.482 3.557 -5.435
H -0.093 4.128 -3.846
O -0.233 6.156 1.371
C 0.474 5.677 0.523
O 1.355 6.448 -0.140
C 2.023 5.723 -1.166
C 1.159 4.485 -1.336
C 0.637 4.214 0.062
H 3.068 5.529 -0.914
H 2.027 6.322 -2.080
H 1.761 3.674 -1.750
H 0.300 4.693 -1.972
H 1.361 3.732 0.722
H -0.248 3.586 0.017
C -2.349 -4.059 -0.721
O -1.196 -3.578 -1.406
H -2.978 -3.235 -0.374
H -2.925 -4.697 -1.389
H -2.135 -4.610 0.197
H -1.056 -2.681 -1.072
C 3.043 -1.679 3.018
O 3.647 -1.712 1.752
H 3.785 -1.878 3.794
H 2.658 -0.691 3.299
H 2.241 -2.420 3.097
H 3.034 -1.326 1.105
N -3.815 0.187 1.488
C -4.230 -0.872 0.744
C -5.385 -1.365 1.310
C -5.638 -0.577 2.462
C -4.651 0.375 2.551
H -2.951 0.676 1.311
H -3.572 -1.230 -0.032
H -5.936 -2.202 0.913
H -6.510 -0.693 3.087
H -4.587 1.214 3.223
N -1.061 2.405 3.095
C -1.456 3.690 3.352
C -1.781 3.786 4.689
C -1.501 2.546 5.287
C -1.129 1.694 4.264
H -0.742 2.077 2.192
H -1.638 4.447 2.606
H -2.085 4.661 5.242
H -1.511 2.234 6.319
H -0.936 0.633 4.242
N 2.134 -2.905 -5.099
C 2.785 -1.728 -5.426
C 2.344 -0.749 -4.558
C 1.570 -1.399 -3.598
C 1.422 -2.707 -3.939
H 2.200 -3.745 -5.639
H 3.447 -1.708 -6.277
H 2.541 0.310 -4.556
H 1.236 -0.847 -2.730
H 0.950 -3.559 -3.476
*
```

no.,DFT total energy (eV)
1,-127483.925
2,-101138.969
3,-92084.042
4,-117044.267
5,-82420.403